ORCA calculation (ωB97M-V/def2-TZVPD) on a single C21H23N3O5 molecule.

energy above the lowest of the compared OMol25 structures with the same formula, charge and spin: 5.0 kcal per mole
SMILES: COCCCNC(=O)c1ccc2c(=O)n(Cc3ccc(OC)cc3)c(=O)[nH]c2c1
HOMO level: -8.446 eV
multiplicity: 1
LUMO energy: -0.13 eV
net charge: 0
total energy: -1354.57108 a.u.
gap between HOMO and LUMO: 0.305 hartree

XYZ file:
```
52
Properties=species:S:1:pos:R:3:forces:R:3
C -7.711567 -2.937797 -0.678783 0.0 0.0 0.0
O -7.682850 -2.463821 0.645408 0.0 -0.1 0.1
C -7.293428 -1.118973 0.780574 0.3 0.1 0.1
C -5.795143 -0.883323 0.557273 -0.3 0.1 0.0
C -5.406527 0.550445 0.917861 -0.2 -0.1 -0.1
N -4.000484 0.800837 0.698916 0.0 -0.1 0.3
C -3.551018 1.478660 -0.385321 0.1 -0.1 0.3
O -4.289135 1.985608 -1.204195 -0.1 0.1 -0.3
C -2.059975 1.572522 -0.490352 0.4 0.1 -0.1
C -1.494725 1.569743 -1.767798 -0.1 0.0 0.0
C -0.130907 1.672914 -1.922392 0.1 0.0 0.2
C 0.694043 1.800576 -0.805378 -0.4 0.0 0.2
C 2.148198 1.920038 -0.967113 -0.1 0.0 0.0
O 2.707391 1.903312 -2.041927 0.0 0.0 -0.1
N 2.865153 2.068511 0.212408 0.2 0.2 -0.1
C 4.324675 2.167438 0.108786 0.3 0.0 0.0
C 4.953574 0.800230 0.142285 0.0 0.1 -0.1
C 5.191994 0.103882 -1.032135 0.0 0.1 0.1
C 5.746505 -1.164843 -1.009651 0.2 -0.4 0.0
C 6.067861 -1.759375 0.205297 -0.1 0.1 0.1
O 6.619035 -2.997198 0.348821 -0.1 0.2 0.2
C 6.912346 -3.740994 -0.808316 0.0 -0.1 -0.2
C 5.818557 -1.063902 1.390156 0.1 -0.2 -0.1
C 5.267796 0.198526 1.356988 0.1 -0.1 -0.1
C 2.327618 2.110728 1.482527 -0.4 0.0 0.2
O 2.990056 2.259654 2.482459 0.3 0.0 0.2
N 0.960880 1.981169 1.553257 -0.1 0.0 0.4
C 0.127646 1.828897 0.472922 0.1 -0.1 -0.7
C -1.251576 1.707162 0.627596 0.0 0.0 -0.1
H -8.316280 -2.284427 -1.319004 0.0 0.0 0.0
H -8.166310 -3.925729 -0.638514 0.0 0.0 -0.1
H -6.707393 -3.023830 -1.107701 0.0 0.0 0.0
H -7.872564 -0.482473 0.094901 0.0 0.0 0.1
H -7.554984 -0.853043 1.808878 0.0 0.1 -0.1
H -5.539736 -1.063033 -0.488530 0.1 0.0 0.0
H -5.235366 -1.590294 1.174719 0.0 0.0 0.0
H -5.949181 1.255675 0.284227 0.0 0.0 0.2
H -5.645727 0.753872 1.966319 0.0 0.0 -0.1
H -3.347163 0.279455 1.261180 0.1 0.1 -0.1
H -2.150123 1.490447 -2.620625 -0.1 0.0 -0.1
H 0.331502 1.666095 -2.897203 0.0 0.0 -0.1
H 4.666928 2.770056 0.951577 -0.1 0.0 -0.2
H 4.542595 2.667889 -0.836393 0.0 0.0 0.2
H 4.935919 0.555145 -1.978897 0.0 0.1 -0.1
H 5.921834 -1.675048 -1.943629 0.0 -0.1 -0.1
H 7.634159 -3.222473 -1.447689 0.0 0.0 0.0
H 7.349799 -4.673905 -0.455981 0.0 0.1 -0.1
H 6.008453 -3.961644 -1.385624 0.0 0.0 0.0
H 6.070637 -1.538852 2.325085 0.0 -0.1 0.1
H 5.073544 0.727672 2.277728 0.0 0.1 0.1
H 0.569868 2.021742 2.484964 0.2 0.0 -0.1
H -1.676423 1.756094 1.620026 -0.1 0.0 0.1
```
Forces are in eV/Å.

---

ORCA calculation (ωB97M-V/def2-TZVPD) on a molecular structure, C21H23N3O6.

energy above the lowest of the compared OMol25 structures with the same formula, charge and spin: 559.6 kcal per mole
HOMO level: -8.448 eV
multiplicity: 1
LUMO energy: -2.29 eV
net charge: 0
total energy: -1428.92811 a.u.
gap between HOMO and LUMO: 0.226 hartree

XYZ file:
```
53
Properties=species:S:1:pos:R:3:forces:R:3
O 2.022308 0.785613 -1.707993 -0.9 1.0 -4.6
C 2.460436 0.652689 -0.631150 -2.9 5.8 4.7
N 2.843913 -0.443725 -0.146517 -0.1 -5.7 2.2
C 3.339709 -0.766881 1.153073 -1.3 -6.3 -2.3
H 2.901304 -0.192872 1.737103 -3.7 5.6 5.7
H 2.955952 -1.819755 1.581504 0.4 1.9 -1.5
C 4.722822 -0.720810 1.284141 6.5 4.8 -4.3
C 5.530435 -1.879132 0.684092 -2.6 -1.9 5.0
C 4.789628 -2.815265 -0.270434 1.3 -2.6 2.5
H 5.630932 -3.577394 -0.576488 -1.6 1.6 -0.4
C 4.083703 -1.947442 -1.326215 -2.2 -10.8 -1.0
H 3.953476 -2.758991 -2.273041 -0.1 1.5 2.1
H 4.756665 -1.482884 -1.809462 4.4 5.2 -2.8
C 2.745370 -1.589302 -0.973890 -1.3 -1.0 -0.5
H 2.151213 -2.513294 -0.679955 1.0 1.1 1.2
H 2.145671 -1.404882 -1.802210 -0.6 1.2 -1.8
H 4.142602 -3.608515 0.410604 0.8 2.4 -2.0
H 6.497861 -1.695043 0.489397 3.2 1.7 -2.0
H 5.820565 -2.341633 1.672633 -0.7 -1.1 -0.7
H 5.151057 -0.161338 2.187718 -0.6 -1.4 -1.1
H 5.000438 0.147289 0.264479 -0.6 -1.5 3.3
C 2.188749 1.947460 0.482672 7.1 1.1 -9.9
H 1.807028 1.697342 1.317996 -3.7 -1.5 5.6
H 3.280836 2.165880 0.721173 -1.1 0.3 -0.1
C 1.581224 3.228425 -0.532962 -1.5 -1.3 15.3
C 0.180245 2.888608 -0.216557 -2.6 -0.1 -3.3
C -0.590037 3.074374 0.927406 4.6 5.2 2.0
C -1.919024 3.175803 1.022277 -7.4 -3.9 2.0
C -2.704250 2.326836 0.141298 5.3 0.7 -3.3
C -1.915893 1.946450 -1.051822 -1.3 1.4 1.0
C -0.586027 2.351475 -1.286078 0.1 -2.3 -0.3
H -0.094080 1.905466 -2.245988 -0.8 1.5 1.8
H -2.455303 1.536526 -1.902933 0.0 -0.4 0.2
O -4.018595 2.017655 0.139406 1.9 6.3 1.0
C -4.502386 0.828048 0.085645 -4.7 9.7 -0.6
C -5.814081 0.945956 0.008366 -4.9 -9.7 -2.5
C -6.382771 -0.517680 -0.255603 6.8 2.8 4.6
C -5.631590 -1.651341 0.236121 -2.3 0.2 -5.8
C -4.277797 -1.459810 0.108370 -1.6 2.3 3.4
C -3.786615 -0.121330 0.243734 12.0 -15.5 1.2
H -2.517875 -0.253575 0.411235 -3.9 1.3 -0.5
N -3.546182 -2.601937 0.414637 5.1 -7.8 -4.7
O -4.032618 -3.799075 0.101127 -0.4 4.3 2.2
O -2.272408 -2.631025 0.374973 -2.5 2.3 1.6
H -6.179431 -2.592502 -0.148157 1.2 1.0 1.9
N -7.695047 -0.719936 -0.212871 -4.5 -5.7 -0.6
O -8.221254 -1.883946 -0.206134 1.8 1.5 -0.1
O -8.368576 0.216594 -0.203045 -3.5 4.9 0.0
H -6.462998 1.707442 -0.174174 -1.1 2.4 -0.2
H -2.630971 3.382000 1.985160 2.6 0.3 -2.0
H -0.051944 3.807977 1.684248 -0.8 -1.9 -1.0
H 1.913358 3.191768 -1.385021 3.2 -0.7 -9.0
H 2.060272 4.023627 0.148122 -1.3 -0.4 -1.6
```
Forces are in eV/Å.